(1)
Entry from the Open Molecules 2025 dataset: a 2-piece molecular cluster, C5H11O2 overall in a non-equilibrium geometry (ωB97M-V with the def2-TZVPD basis set).

Each line ends with the natural charge from an NBO analysis.
Element x y z (Å)
C 1.02902 0.24713 -1.09304  -0.52
C 2.10872 1.04564 -1.78634  -0.60
C 0.81346 0.78681 0.36191  0.76
O 1.79854 0.88111 1.12183  -0.79
O -0.37418 1.10385 0.62902  -0.80
H 0.07264 0.18708 -1.60406  0.19
H 1.36986 -0.79819 -1.05495  0.18
H 2.04575 2.11062 -1.53755  0.20
H 1.96824 1.02298 -2.87484  0.18
H 3.08740 0.71508 -1.45100  0.21
C -2.09576 -1.53062 -0.15629  -0.63
C -2.69162 -2.06152 1.11952  -0.60
H -2.13046 -0.43504 -0.17945  0.25
H -1.03253 -1.71673 -0.27066  0.22
H -2.64788 -1.80101 -1.06500  0.17
H -2.61429 -3.15814 1.14103  0.18
H -3.75095 -1.84026 1.22952  0.19
H -2.07926 -1.76889 1.97365  0.22

Properties
* net charge: -1
* HOMO-LUMO gap: 7.83 eV



(2)
Entry from the Open Molecules 2025 dataset: C4H8FN as an isolated structure in a non-equilibrium geometry (ωB97M-V with the def2-TZVPD basis set).

Each line ends with the natural charge from an NBO analysis.
Element x y z (Å)
C -2.13249 -0.34512 0.26317  -0.50
C 0.04857 0.53163 0.05169  -0.26
C 1.56301 0.59172 -0.10368  -0.30
C 2.40996 -0.42615 0.04645  0.23
H -2.87910 -1.21889 -0.52770  0.23
H -2.40768 -0.70551 1.52368  0.23
H -2.49816 1.05672 0.19237  0.19
H -0.67882 -0.69568 -1.38149  0.33
H -0.22391 1.09314 1.02120  0.21
H -0.42168 1.00965 -0.73563  0.19
H 1.82911 1.71934 -0.33357  0.23
H 2.18140 -1.50821 -0.08040  0.19
N -0.64434 -0.70884 -0.13793  -0.60
F 3.85412 -0.39382 0.20183  -0.37

Properties
* net charge: 0
* HOMO-LUMO gap: 10.12 eV



Respective HOMO values: -3.8276; -9.4987 eV.
Respective ΔE to the lowest compared entry with this formula, charge and spin values: 32.4; 585.9 kJ/mol.